This record from OMol25 describes a molecular structure, C16H37N3O11V at a distorted geometry. The level of theory is ωB97M-V/def2-TZVPD.

Summary:
Charge = -2
2S+1 = 2
Energy relative to the best compared isomer or geometry (same formula, charge and spin) = 2.233 eV
Total energy = -2567.485596 Eh
Kohn-Sham gap (spin up / spin down) = 3.18 / 3.27 eV

Last column: Mulliken spin population.
Element x y z (Å)
O: -0.540 -0.592 0.403  -0.104
V: 0.250 -0.875 1.752  1.124
C: -1.248 -3.184 2.526  -0.004
O: -0.939 -3.848 3.572  -0.002
O: -0.234 -3.108 1.733  0.026
O: -1.446 -1.937 2.880  -0.031
C: 1.812 -1.541 4.053  0.000
O: 2.045 -1.861 2.838  -0.009
O: 1.492 -2.567 4.781  0.003
O: 0.806 -0.751 3.987  -0.015
C: 4.585 2.569 -1.536  0.000
O: 3.752 1.617 -0.922  0.000
C: 4.233 1.135 0.324  0.003
C: 3.236 0.109 0.921  0.017
N: 1.836 0.561 0.986  -0.013
C: 1.818 1.624 1.990  -0.008
C: 0.359 2.134 2.130  0.008
O: -0.505 1.033 2.495  -0.011
C: -1.795 1.483 2.793  0.005
H: 4.403 3.526 -1.028  0.000
H: 4.390 2.798 -2.583  0.000
H: 5.628 2.309 -1.334  0.000
H: 4.355 2.014 0.965  0.000
H: 5.224 0.693 0.185  0.000
H: 3.671 -0.055 1.908  0.002
H: 3.378 -0.821 0.372  -0.005
H: 1.689 1.037 0.098  0.018
H: 2.464 2.479 1.772  0.000
H: 2.006 1.334 3.026  -0.003
H: -0.054 2.626 1.244  -0.001
H: 0.344 2.868 2.941  0.000
H: -2.258 0.706 3.401  -0.001
H: -2.414 1.772 1.940  0.000
H: -1.734 2.367 3.437  0.000
C: -2.685 -3.189 -2.502  0.000
C: -2.161 -3.600 -1.110  -0.002
C: -3.183 -4.522 -0.407  0.001
O: -4.338 -3.778 -0.149  0.000
C: -5.382 -4.614 0.349  0.000
N: -0.829 -4.235 -1.180  0.000
H: -3.517 -2.486 -2.482  0.000
H: -3.014 -4.061 -3.074  0.000
H: -1.858 -2.749 -3.064  0.000
H: -2.060 -2.734 -0.452  0.001
H: -2.736 -4.937 0.502  0.000
H: -3.314 -5.379 -1.082  0.000
H: -6.195 -3.913 0.529  0.000
H: -5.066 -5.039 1.307  0.000
H: -5.540 -5.457 -0.327  0.000
H: -0.469 -4.046 -0.238  0.002
H: -0.233 -3.675 -1.778  -0.001
C: -1.323 1.802 -1.796  -0.002
C: 0.103 1.925 -2.402  0.001
C: 0.692 3.346 -2.235  0.000
O: -0.164 4.243 -2.897  0.000
C: 0.223 5.620 -2.771  0.000
N: 1.030 0.999 -1.784  0.000
H: -2.040 2.424 -2.335  0.000
H: -1.413 2.003 -0.729  0.001
H: -1.620 0.771 -1.995  0.000
H: -0.073 1.675 -3.454  0.000
H: 1.665 3.325 -2.742  0.000
H: 0.841 3.607 -1.183  0.000
H: 1.179 5.707 -3.300  0.000
H: 0.424 5.851 -1.724  0.000
H: -0.462 6.253 -3.330  0.000
H: 0.938 0.034 -2.083  0.000
H: 1.970 1.171 -2.129  0.000